Record 1
73
Properties=species:S:1:pos:R:3:forces:R:3 method="wB97M-V/def2-TZVPD" homo_energy_ev="-16.736 / -16.671" total_charge=+3 energy_ev=-75886.8522 e_lumo_ev="-9.98 / -9.77" e_above_lowest_kcal_mol=21.3 multiplicity=2
Re -1.082 -0.974 -0.248 1.2148 -0.1195 -0.3958
C -1.404 -1.766 2.728 0.1773 -0.1032 0.1365
C -0.307 -1.287 1.788 -0.8400 0.2764 -0.2618
C 0.587 -0.201 2.366 0.0781 -0.0949 0.1929
C 1.915 0.034 1.664 0.0046 -0.1226 0.0029
C 2.489 -1.031 1.069 0.0577 0.1564 0.0180
C 1.758 -2.250 0.885 -0.1725 -0.0498 -0.0438
C 0.414 -2.370 1.137 -0.4039 -0.2514 -0.3115
H -2.043 -2.503 2.243 -0.0100 0.0284 -0.0266
H -2.012 -0.950 3.108 -0.0306 0.0430 0.0102
H -0.957 -2.257 3.592 -0.0278 -0.0430 -0.0108
H 0.037 0.721 2.546 -0.0130 0.0267 -0.1615
H 1.537 2.062 1.764 -0.0022 0.0258 -0.0194
H 3.506 -1.007 0.716 0.0117 0.0035 -0.0152
H 2.301 -3.116 0.524 0.0044 0.0146 -0.0467
H -0.056 -3.342 1.033 0.0834 -0.0459 0.1067
C -4.861 -3.703 -1.765 0.0171 -0.0787 -0.0586
N -4.672 -2.678 -0.720 0.1760 -0.0042 -0.1313
C -5.682 -2.263 0.099 -0.0430 0.0757 0.1070
C -5.501 -1.293 1.024 0.0150 -0.0525 -0.0319
C -4.213 -0.702 1.137 -0.1057 0.0124 -0.1079
N -3.214 -1.166 0.359 0.1603 0.3655 0.3404
C -3.457 -2.112 -0.570 -0.2277 -0.0546 0.1754
O -2.453 -2.424 -1.275 1.0894 0.5137 0.7324
N -3.985 0.304 1.969 -0.0107 -0.0478 -0.0644
H -5.885 -4.058 -1.718 -0.0034 0.0125 0.0188
H -4.175 -4.530 -1.595 -0.0057 0.0054 0.0388
H -4.664 -3.270 -2.742 -0.0213 0.0227 0.0107
H -6.637 -2.752 -0.041 0.0081 -0.0084 -0.0222
H -6.315 -0.974 1.657 -0.0186 -0.0094 -0.0135
H -4.726 0.674 2.544 0.0213 0.0041 0.0239
H -3.072 0.720 2.038 0.0198 -0.0130 0.0298
Cl 1.062 -0.752 4.045 -0.0891 -0.0085 -0.0507
C 2.459 1.447 1.862 0.1096 -0.0659 0.0886
C 2.882 1.757 3.277 0.0315 0.0203 -0.0481
C 3.350 2.970 3.583 0.0233 0.0438 0.0116
C 3.518 3.959 2.554 -0.0125 -0.0555 0.0468
C 3.409 3.647 1.241 -0.0333 0.0676 -0.0062
Cl 3.756 4.816 0.025 0.0042 0.0032 -0.0123
C 3.211 2.277 0.833 -0.1576 -0.0788 -0.0258
N 3.511 1.953 -0.395 -0.0042 0.0792 0.0246
C 4.049 0.706 -0.871 0.0179 -0.0542 -0.0911
C 5.253 0.280 -0.327 -0.0060 0.0810 -0.0153
C 5.852 -0.868 -0.822 -0.0012 0.0016 -0.0066
C 5.256 -1.554 -1.870 -0.0013 -0.0013 0.0106
C 4.059 -1.104 -2.413 -0.0239 -0.0824 0.0542
C 3.436 0.035 -1.921 -0.0888 -0.0486 0.0237
C 2.102 0.493 -2.473 -0.0128 0.1617 0.0860
C 1.014 0.196 -1.476 0.0263 -0.1182 0.0725
O 0.545 0.999 -0.644 -0.3883 -0.3656 0.4623
O 0.549 -1.005 -1.478 -0.3817 -0.1184 -0.4350
H 2.731 1.005 4.033 0.0282 0.0360 -0.0286
H 3.612 3.224 4.601 -0.0062 0.0031 -0.0007
H 3.806 4.967 2.827 -0.0011 0.0075 -0.0153
H 3.690 2.756 -0.999 0.1233 0.0007 0.0427
H 5.723 0.860 0.459 0.0197 -0.0175 -0.0044
H 6.792 -1.208 -0.408 0.0031 0.0019 -0.0014
H 5.733 -2.435 -2.279 -0.0104 -0.0072 -0.0020
H 3.605 -1.648 -3.232 -0.0002 0.0115 -0.0093
H 1.883 -0.077 -3.374 0.0043 0.0745 -0.0630
H 2.102 1.558 -2.710 -0.0224 -0.0078 0.0257
N -3.972 4.636 -0.851 0.0145 0.0217 0.0053
C -3.537 3.714 -1.377 -0.0183 -0.0258 -0.0227
C -2.996 2.518 -1.960 -0.0031 0.0041 -0.0102
C -3.005 2.269 -3.331 0.0047 0.0151 0.0129
C -2.469 1.076 -3.789 -0.0148 0.0279 -0.0149
C -1.951 0.173 -2.881 -0.0553 -0.0432 -0.0078
N -1.936 0.424 -1.557 -0.3861 -0.0842 -0.3650
C -2.444 1.577 -1.109 0.0753 0.0562 0.0098
H -3.421 2.997 -4.016 -0.0084 -0.0043 0.0011
H -2.456 0.840 -4.844 0.0022 -0.0077 0.0021
H -1.544 -0.777 -3.201 0.0205 0.0099 0.0254
H -2.390 1.767 -0.047 0.0151 -0.0217 0.0091

Record 2
45
Properties=species:S:1:pos:R:3:forces:R:3 method="wB97M-V/def2-TZVPD" homo_energy_ev="-19.228 / -19.633" total_charge=+3 energy_ev=-178960.6821 e_lumo_ev="-12.29 / -12.87" e_above_lowest_kcal_mol=0.0 multiplicity=4
Re -0.797 0.295 -0.049 -0.2073 -0.0773 0.1883
C 3.506 0.936 2.551 0.2361 0.5234 0.3001
C 2.734 1.678 1.401 -0.3513 -1.1815 0.2943
C 3.696 2.100 0.295 -0.0181 -0.4872 0.4428
C 1.692 0.614 1.080 1.1073 0.4841 -0.2667
C 1.733 -0.236 -0.032 -0.6516 -0.0207 0.5283
C 0.878 -1.377 -0.089 0.5183 0.5621 0.3183
C 0.069 -1.761 1.007 0.3462 1.3390 -0.0045
C -0.591 -3.060 1.043 -0.9809 -0.5253 -0.5298
C -0.078 -0.778 2.064 0.1628 -0.3325 -0.9530
C 0.728 0.351 2.085 -0.8539 0.7880 0.5881
H 4.224 1.657 2.990 -0.2799 -0.5369 -0.2776
H 4.029 0.079 2.129 0.2201 0.0284 0.0959
H 2.867 0.571 3.377 0.1941 0.2621 -0.3831
H 2.237 2.529 1.866 -0.0650 0.1485 -0.0378
H 4.092 1.223 -0.257 0.1231 0.5479 0.4764
H 4.492 2.634 0.836 0.0067 -0.1918 -0.6925
H 3.244 2.763 -0.431 -0.0579 0.2575 -0.1443
H 2.432 -0.054 -0.824 0.1356 0.0985 -0.4145
H 0.964 -1.996 -0.962 -0.1873 -0.3869 -0.2235
H -0.684 -3.506 0.044 0.0680 0.0903 0.2833
H -1.574 -3.000 1.509 -0.0247 -0.0715 0.0508
H -0.012 -3.739 1.654 0.3600 -0.2342 0.2476
H -0.831 -0.937 2.813 0.0078 -0.1502 0.4421
H 0.647 1.104 2.902 -0.1310 -0.7222 -0.5967
Br 0.323 3.078 -0.165 -0.4231 -0.1718 -0.0190
C -1.467 3.607 -0.602 -0.4585 0.5546 -0.2366
Br -2.797 2.240 -0.132 1.1020 -0.0325 0.1251
H -1.517 3.765 -1.679 -0.1234 -0.0016 0.1744
H -1.738 4.471 -0.003 0.1226 0.0857 -0.1642
O -1.150 0.449 -1.944 0.6133 0.5814 -0.3984
N -0.718 -0.607 -2.682 0.4283 -2.7896 1.2181
C -0.596 -0.587 -3.952 -0.7969 2.6841 -0.0452
C -0.807 0.706 -4.573 0.3669 -1.9359 0.1511
N -0.934 1.813 -4.784 -0.2627 1.7309 -0.4431
C -0.352 -1.806 -4.639 -0.0433 0.6032 0.7025
N -0.283 -2.885 -4.997 0.2120 -0.9994 -0.5869
S -4.437 -2.086 1.256 0.4891 0.7595 0.1156
C -4.044 -2.322 -0.385 -0.5915 -0.1819 0.6941
C -3.056 -1.523 -0.790 0.0683 0.1525 -0.2901
N -2.578 -0.710 0.216 0.2299 -0.1872 -0.1297
C -3.233 -0.891 1.360 -0.4035 -0.5241 -0.0587
H -4.610 -3.002 -0.963 -0.3916 -0.6205 -0.5686
H -2.699 -1.462 -1.797 0.2837 0.0386 -0.1388
H -3.004 -0.338 2.254 -0.0989 0.0426 0.1661